Entry 1:
A molecular structure, C25H30FeN7O7S, computed with ωB97M-V/def2-TZVPD.

Summary:
total energy	-3542.53846	Eh
E_HOMO (alpha / beta)	-6.25 / -6.16	eV
2S+1	5
orbital gap (alpha / beta)	8.20 / 8.11	eV
net charge	-1
energy above the lowest of the compared OMol25 structures with the same formula, charge and spin	74.4	kJ/mol

Last column: Löwdin spin population.
Cartesian coordinates (Å):
1 Fe 1.1457 1.3966 -0.6866  3.69
2 C 0.0798 4.9992 -1.5648  0.00
3 C -0.7961 4.1633 -0.6816  0.00
4 C -0.6270 4.1759 0.6941  0.00
5 C -1.4565 3.4415 1.5317  0.00
6 C -2.4581 2.6576 0.9886  0.00
7 C -2.6195 2.6041 -0.3915  0.00
8 C -1.8047 3.3585 -1.2156  0.00
9 H 0.7822 4.3748 -2.1157  0.00
10 H 0.6345 5.7291 -0.9753  0.00
11 H -0.5093 5.5291 -2.3140  0.00
12 H 0.1558 4.7946 1.1175  0.00
13 H -1.3087 3.4798 2.6024  0.00
14 H -3.1158 2.0846 1.6329  0.00
15 H -3.3898 1.9783 -0.8235  0.00
16 H -1.9399 3.3332 -2.2899  0.00
17 O -0.0286 -2.2715 -1.5777  0.01
18 C 0.0052 -1.0532 -1.7043  0.01
19 O 0.0363 -0.2306 -0.7148  0.06
20 C -0.0876 -0.4352 -3.0935  0.00
21 C -0.4474 -1.3087 -4.0960  0.00
22 C -0.6781 -0.8520 -5.3862  0.00
23 C -0.5875 0.4887 -5.6883  0.00
24 C -0.2085 1.3740 -4.6939  0.00
25 C 0.1274 0.9661 -3.3645  0.01
26 O 0.5811 1.7987 -2.4988  0.07
27 N -0.1710 2.7757 -5.1109  0.00
28 O 0.3403 3.6001 -4.3788  0.00
29 O -0.6507 3.0541 -6.2035  0.00
30 N -1.0488 -1.7881 -6.4353  0.00
31 O -1.3047 -1.3347 -7.5400  0.00
32 O -1.0903 -2.9744 -6.1583  0.00
33 H -0.5566 -2.3530 -3.8420  0.00
34 H -0.8033 0.8536 -6.6778  0.00
35 C -2.8721 -0.7986 3.8943  0.00
36 C -3.2650 -1.8420 2.8568  0.00
37 C -2.7398 -1.5776 1.4464  0.00
38 C -1.2356 -1.7430 1.2690  0.00
39 N -0.5182 -0.6101 1.8454  0.00
40 C 0.7755 -0.3483 1.6883  0.01
41 S 1.2805 1.3083 1.7664  0.04
42 N 1.7072 -1.2687 1.5159  0.00
43 C 1.6371 -2.7198 1.5230  0.00
44 C 1.4227 -3.2733 2.9258  0.00
45 C 2.6342 -3.0969 3.8487  0.00
46 C 2.8422 -1.6880 4.3951  0.00
47 H -3.3703 -0.9892 4.8463  0.00
48 H -3.1605 0.2045 3.5701  0.00
49 H -1.7985 -0.7884 4.0769  0.00
50 H -4.3564 -1.9036 2.8115  0.00
51 H -2.9211 -2.8294 3.1814  0.00
52 H -3.0367 -0.5759 1.1167  0.00
53 H -3.2213 -2.2733 0.7548  0.00
54 H -0.9698 -1.8119 0.2112  0.00
55 H -0.9326 -2.6731 1.7571  0.00
56 H -1.0567 0.2402 1.9239  0.00
57 H 2.6464 -0.9081 1.3760  0.00
58 H 2.6041 -3.0587 1.1432  0.00
59 H 0.9022 -3.0611 0.7909  0.00
60 H 1.1910 -4.3386 2.8330  0.00
61 H 0.5424 -2.8034 3.3764  0.00
62 H 3.5356 -3.4108 3.3145  0.00
63 H 2.5226 -3.7886 4.6892  0.00
64 H 3.1155 -0.9741 3.6176  0.00
65 H 3.6401 -1.6780 5.1389  0.00
66 H 1.9342 -1.3193 4.8765  0.00
67 N 3.1679 0.9274 -0.8500  0.03
68 C 3.9017 0.1503 -0.3832  0.02
69 N 4.5271 -0.7499 0.2971  0.01
70 C 5.8060 -1.0136 0.1367  0.00
71 N 6.9190 -1.3248 0.0739  0.00


Entry 2:
C5H7NO3 in the gas phase in a non-equilibrium geometry, computed with ωB97M-V/def2-TZVPD.

Summary:
total energy	-475.20142	Eh
E_HOMO	-9.16	eV
orbital gap	9.88	eV
SMILES string	CC(=O)/C(N)=C\C(=O)O
energy above the lowest of the compared OMol25 structures with the same formula, charge and spin	124.9	kJ/mol

Last column: natural (NBO) charge in e.
Cartesian coordinates (Å):
1 C -0.0059 1.8421 0.9718  -0.72
2 C 0.6892 -1.5232 0.8041  0.77
3 C 0.3057 1.0911 -0.2939  0.57
4 C -0.6022 -0.0456 -0.6846  0.16
5 N -1.5282 0.2279 -1.6840  -0.78
6 C -0.3760 -1.2618 -0.1675  -0.42
7 O 1.4156 -2.5800 0.4100  -0.67
8 O 0.9321 -0.8981 1.8128  -0.61
9 O 1.1875 1.4472 -1.0753  -0.52
10 H 2.1398 -2.6313 1.0687  0.49
11 H -1.7956 -0.5955 -2.2180  0.39
12 H -1.1825 0.9654 -2.3032  0.39
13 H -0.9404 -2.1269 -0.4903  0.22
14 H 0.9251 2.0398 1.5100  0.25
15 H -0.4971 2.7843 0.7161  0.24
16 H -0.6670 1.2649 1.6232  0.24


Entry 3:
A molecular structure, C20H22ClCrNOP in a non-equilibrium geometry, computed with ωB97M-V/def2-TZVPD.

Summary:
total energy	-2750.74815	Eh
E_HOMO (alpha / beta)	-15.11 / -15.07	eV
2S+1	4
orbital gap (alpha / beta)	5.64 / 7.44	eV
net charge	+2

Last column: natural (NBO) charge in e.
Cartesian coordinates (Å):
1 Cr 1.4014 1.0876 0.0259  1.33
2 Cl 1.7605 1.7397 2.1450  -0.39
3 P -0.6884 0.2736 0.4254  1.10
4 C 0.0635 -1.3767 0.4142  -0.46
5 C -0.1697 -2.2172 -0.6671  -0.19
6 C 0.4710 -3.4607 -0.7078  -0.13
7 C 1.2955 -3.8758 0.3547  -0.15
8 C 1.4987 -3.0283 1.4561  -0.20
9 C 0.8795 -1.7847 1.4797  -0.19
10 C -1.8900 0.3757 1.7322  -0.35
11 C -2.4128 1.6435 2.0926  -0.19
12 C -3.2346 1.7859 3.2043  -0.19
13 C -3.5670 0.6767 3.9936  -0.13
14 C -3.1237 -0.5901 3.5821  -0.20
15 C -2.2827 -0.7508 2.4798  -0.19
16 C -1.4990 0.7383 -1.0893  -0.35
17 C -0.9335 1.7400 -1.8933  -0.23
18 C -1.5811 2.1257 -3.0621  -0.18
19 C -2.7740 1.4929 -3.4428  -0.14
20 C -3.3354 0.5025 -2.6099  -0.17
21 C -2.7014 0.1128 -1.4306  -0.19
22 H -2.1797 2.5291 1.4853  0.23
23 H -3.6216 2.7763 3.4700  0.25
24 H -4.1884 0.8059 4.8883  0.25
25 H -3.4194 -1.4738 4.1588  0.25
26 H -1.9090 -1.7345 2.2070  0.23
27 H -0.8208 -1.8776 -1.4828  0.24
28 H 0.3275 -4.1128 -1.5742  0.24
29 H 1.7979 -4.8663 0.3407  0.26
30 H 2.1523 -3.3036 2.2995  0.25
31 H 1.0874 -1.0744 2.2922  0.24
32 H 0.0136 2.2124 -1.5885  0.16
33 H -1.1318 2.9179 -3.6755  0.25
34 H -3.2824 1.8077 -4.3655  0.26
35 H -4.2773 0.0253 -2.8758  0.25
36 H -3.1361 -0.6439 -0.7729  0.24
37 H 1.4464 -1.4304 -2.7254  0.01
38 H 1.0905 -0.7842 -2.9544  -0.01
39 C 5.2559 1.1764 -1.8207  -0.71
40 C 4.1601 1.2085 -0.7962  0.72
41 N 4.5476 1.2139 0.4840  -0.75
42 O 2.9413 1.2800 -1.1648  -0.76
43 H 6.1378 0.6776 -1.4409  0.25
44 H 5.5223 2.2224 -2.0724  0.28
45 H 4.8625 0.6430 -2.6999  0.27
46 H 3.8795 1.3095 1.2786  0.43
47 H 5.5669 1.2850 0.6228  0.44


Entry 4:
A molecular structure, C44H58F2N3NbO2SSe in a non-equilibrium geometry, computed with ωB97M-V/def2-TZVPD.

Summary:
total energy	-5082.00148	Eh
E_HOMO	-12.91	eV
orbital gap	5.54	eV
net charge	+2

Last column: Löwdin charge in e.
Cartesian coordinates (Å):
1 Nb -1.3712 -0.4233 -0.0475  1.64
2 C 5.3214 -3.6134 -0.8729  -0.06
3 C 4.7055 -3.9258 0.4931  -0.54
4 C 4.5466 -5.4806 0.6825  -0.02
5 C 5.6008 -3.3478 1.5937  -0.05
6 C 3.3245 -3.2453 0.6463  -0.14
7 C 2.6522 -2.6167 -0.3909  -0.06
8 C 1.3858 -2.0366 -0.2057  -0.40
9 Se 0.4651 -1.4083 -1.7523  1.24
10 C 0.8441 0.4908 -2.0080  -0.38
11 C 2.2323 0.8096 -2.2211  -0.03
12 C 2.5609 2.0573 -2.7684  -0.15
13 C 1.4795 2.8224 -3.2081  0.05
14 C 0.1114 2.5653 -2.9273  -0.06
15 C -0.1535 1.4447 -2.0442  -0.38
16 O -1.2561 1.2770 -1.2984  -0.34
17 C -0.9777 3.5396 -3.3572  -0.55
18 C -1.3607 4.4434 -2.1563  -0.04
19 C -0.4352 4.4431 -4.4852  -0.06
20 C -2.2461 2.8423 -3.8916  -0.05
21 C 4.0594 2.4529 -2.7489  -0.58
22 C 4.2558 3.6950 -3.5945  -0.06
23 C 4.8558 1.2525 -3.2665  -0.04
24 C 4.4040 2.7696 -1.3003  -0.04
25 C 0.7629 -2.2009 1.0570  -0.31
26 O -0.5147 -1.7767 1.1308  -0.31
27 C 1.3709 -2.8696 2.1477  -0.08
28 C 2.6592 -3.3503 1.8839  0.05
29 C 0.6945 -3.1136 3.4904  -0.52
30 C -0.5044 -4.0739 3.2218  -0.02
31 C 0.2823 -1.7766 4.1600  -0.03
32 C 1.6925 -3.8271 4.4430  -0.05
33 H 6.2666 -4.1036 -0.9644  0.08
34 H 5.4369 -2.5116 -0.9795  0.10
35 H 4.7611 -4.0261 -1.7364  0.09
36 H 5.5395 -6.0225 0.6083  0.11
37 H 3.8014 -5.8333 -0.0451  0.09
38 H 4.0729 -5.6716 1.6473  0.07
39 H 6.6610 -3.7569 1.6503  0.12
40 H 5.2045 -3.4873 2.5822  0.06
41 H 5.6336 -2.2455 1.4656  0.10
42 H 3.0118 -2.7074 -1.3967  0.10
43 H 2.9547 0.0784 -1.9417  0.09
44 H 1.7225 3.7581 -3.7134  0.10
45 H -0.5003 5.0886 -1.8231  0.11
46 H -1.7083 3.8741 -1.2777  0.07
47 H -2.1943 5.1079 -2.4786  0.10
48 H 0.2821 5.2460 -4.1886  0.10
49 H -1.3270 4.9174 -4.9875  0.11
50 H 0.1165 3.7971 -5.1909  0.09
51 H -2.7336 2.2738 -3.0662  0.07
52 H -1.9621 2.1646 -4.7240  0.10
53 H -2.9594 3.6314 -4.2348  0.10
54 H 4.2506 3.5139 -4.7061  0.11
55 H 5.2131 4.2477 -3.3266  0.11
56 H 3.5238 4.4788 -3.3691  0.07
57 H 4.3837 0.8563 -4.1863  0.10
58 H 4.9775 0.5598 -2.4412  0.07
59 H 5.8533 1.6045 -3.6114  0.10
60 H 3.8381 3.6698 -0.9805  0.10
61 H 5.4959 2.9946 -1.2015  0.11
62 H 4.1393 1.9765 -0.6123  0.08
63 H 3.2732 -3.8106 2.6821  0.10
64 H -1.1868 -3.5958 2.5003  0.06
65 H -1.0520 -4.2740 4.1990  0.12
66 H -0.1211 -4.9778 2.7354  0.09
67 H -0.4568 -1.2060 3.5697  0.05
68 H 1.1076 -1.1321 4.4478  0.09
69 H -0.1601 -2.0394 5.1562  0.10
70 H 1.9313 -4.7814 3.9782  0.09
71 H 1.2103 -4.0194 5.3882  0.09
72 H 2.6123 -3.2458 4.5813  0.10
73 F -4.1294 -2.1252 4.1750  0.10
74 C -4.0925 -2.1641 2.8268  -0.23
75 C -3.2264 -1.2583 2.2015  -0.03
76 C -3.0852 -1.2330 0.7732  -0.25
77 C -3.7916 -2.1773 0.0160  -0.12
78 C -4.6171 -3.1153 0.6784  -0.13
79 F -5.2502 -4.1274 -0.0217  0.06
80 C -4.8312 -3.0673 2.0685  0.12
81 C -3.5252 -2.2068 -1.4581  -0.15
82 C -4.0383 -3.0992 -2.4046  0.04
83 C -3.9663 -2.7475 -3.7637  0.01
84 C -3.2406 -1.6334 -4.1249  -0.04
85 C -2.5589 -0.9499 -3.1887  -0.14
86 N -2.6080 -1.2101 -1.8618  -0.05
87 H -2.6066 -0.5716 2.7709  0.09
88 H -5.5684 -3.7004 2.4768  0.13
89 H -4.5731 -3.9800 -2.0202  0.13
90 H -4.3711 -3.3945 -4.5100  0.12
91 H -3.1433 -1.3417 -5.1622  0.13
92 H -1.9317 -0.1038 -3.4889  0.11
93 C -5.6792 2.6850 0.8622  -0.07
94 C -4.7012 2.4249 2.0201  -0.20
95 N -3.3094 2.2736 1.5296  0.03
96 C -2.1653 2.3649 2.1984  -0.67
97 S -0.7975 1.4453 1.5626  0.72
98 N -1.9292 3.0458 3.3225  0.05
99 C -2.7557 4.1492 3.8843  -0.22
100 C -1.9399 5.1920 4.5930  -0.07
101 H -6.7182 2.7061 1.2629  0.10
102 H -5.6087 2.0144 0.0045  0.07
103 H -5.5128 3.7477 0.5457  0.09
104 H -4.9217 1.4389 2.5007  0.12
105 H -4.8139 3.2009 2.8299  0.12
106 H -3.2449 1.6839 0.7398  0.07
107 H -0.9930 3.0219 3.6060  0.10
108 H -3.4733 3.6820 4.6179  0.14
109 H -3.3738 4.5535 3.0857  0.11
110 H -1.5652 4.7536 5.5446  0.10
111 H -2.6255 5.9999 4.8378  0.09
112 H -1.0778 5.6130 4.0560  0.09